Entry w
{"formula": "C6H10ClNOS", "method": "ωB97M-V/def2-TZVPD", "total_charge": 0, "elements": ["C", "C", "C", "C", "C", "C", "N", "O", "S", "Cl", "H", "H", "H", "H", "H", "H", "H", "H", "H", "H"], "coordinates": [[-1.6586, 0.3135, 0.5744], [-0.5941, -0.4318, 0.3694], [-1.6749, 1.4826, -0.4429], [-0.2578, 1.3596, -1.1281], [0.2599, 0.0270, -0.6894], [1.7795, 0.1060, -0.2401], [-0.5414, -2.9265, 0.8949], [2.5406, -1.0581, -0.5034], [0.1478, -1.6740, 1.3775], [-0.8930, -1.1070, 3.3221], [-2.4674, 0.3612, 1.3013], [-2.5064, 1.4400, -1.2019], [-1.8153, 2.4485, 0.1793], [-0.3211, 1.3713, -2.1477], [0.3955, 2.2019, -0.7350], [0.2755, -0.7547, -1.4024], [2.2468, 0.9459, -0.7570], [3.4400, -0.8208, -0.7995], [1.6931, 0.4506, 0.7841], [-0.0486, -3.7351, 1.2444]]}



Entry x
{"formula": "C6H10ClNOS", "method": "ωB97M-V/def2-TZVPD", "total_charge": 0, "elements": ["C", "C", "C", "C", "C", "C", "N", "O", "S", "Cl", "H", "H", "H", "H", "H", "H", "H", "H", "H", "H"], "coordinates": [[-1.0956, -0.2745, 1.3526], [-0.1777, -0.4822, 0.4365], [-2.1868, 0.5555, 0.6694], [-1.7897, 0.5656, -0.8265], [-0.2934, 0.0985, -0.9042], [0.6916, 1.3205, -1.1574], [3.1294, -0.6905, 0.8164], [1.9970, -2.5175, 2.0994], [1.9809, -1.6520, 0.9399], [1.8933, -2.7552, -0.9425], [-1.0809, -0.7181, 2.3978], [-3.1557, 0.2383, 0.7559], [-2.1814, 1.3957, 1.2627], [-2.2487, -0.1130, -1.4732], [-1.9960, 1.6519, -1.1167], [-0.0366, -0.4170, -1.7730], [0.6325, 1.7127, -2.1253], [1.6461, 0.9600, -0.7896], [0.2571, 2.2565, -0.5101], [4.0147, -1.1351, 0.8878]]}



Need the numbers? Relative energies in kcal/mol: entry w 0.0; entry x 59.0.



Entry w
{"formula": "C2H2S", "method": "ωB97M-V/def2-TZVPD", "total_charge": 0, "elements": ["C", "C", "S", "H", "H"], "coordinates": [[1.3857, 0.2651, 0.1400], [0.4122, -0.3636, 0.3459], [-2.0489, -0.4713, 0.3260], [2.3822, 0.3377, 0.0715], [-2.1312, 0.2321, -0.8834]]}



Entry x
{"formula": "C2H2S", "method": "ωB97M-V/def2-TZVPD", "total_charge": 0, "smiles": "C#CS", "elements": ["C", "C", "S", "H", "H"], "coordinates": [[0.1836, -0.8381, -0.9650], [0.0757, -0.1421, 0.0363], [0.1861, 0.5973, 1.5186], [0.1884, -1.1656, -2.0506], [-0.6338, 1.5485, 1.4608]]}



Need the numbers? Relative energies in kcal/mol: entry w 70.2; entry x 0.0.



Entry w
{"formula": "C6H12N2P", "method": "ωB97M-V/def2-TZVPD", "total_charge": 1, "smiles": "C/N=C(\\C)C(C)=[N+]=PC", "elements": ["C", "C", "C", "C", "C", "C", "N", "N", "P", "H", "H", "H", "H", "H", "H", "H", "H", "H", "H", "H", "H"], "coordinates": [[0.7519, 0.2072, -0.0616], [-0.2707, -1.1642, 0.2218], [1.3811, -0.0308, -1.4206], [-0.3886, -1.4588, 1.6478], [-1.6876, -2.5421, -1.0249], [0.3093, 3.8489, 0.7236], [0.9917, 1.3661, 0.3314], [-0.6931, -1.5535, -0.8507], [1.7468, 2.7486, 0.8083], [1.9528, 0.8585, -1.6657], [0.7995, -0.2571, -2.2438], [2.1447, -0.8411, -1.2982], [0.1788, -0.7588, 2.1673], [-0.0522, -2.4088, 1.8977], [-1.4581, -1.6485, 1.9137], [-1.5358, -3.4514, -0.4953], [-1.8003, -2.9344, -2.0286], [-2.5851, -2.1619, -0.5897], [0.3489, 4.4117, 1.6136], [-0.5211, 3.2098, 0.5295], [0.3870, 4.5605, -0.1757]]}



Entry x
{"formula": "C6H12N2P", "method": "ωB97M-V/def2-TZVPD", "total_charge": 1, "smiles": "[H]/N=C1/C=C[C@@H]([NH3+])[C@H](P)C1", "elements": ["C", "C", "C", "C", "C", "C", "N", "N", "P", "H", "H", "H", "H", "H", "H", "H", "H", "H", "H", "H", "H"], "coordinates": [[-0.2274, -0.7153, -1.6140], [-1.0592, -1.2070, -0.6869], [0.8158, 0.2848, -1.5138], [1.2784, 0.6351, -0.0968], [-0.9733, -0.7175, 0.7194], [0.0891, 0.7007, 0.7961], [1.2726, 0.8531, -2.5127], [-0.5142, -1.7748, 1.7738], [-0.9969, 2.1989, 0.5420], [-0.4065, -1.0661, -2.5418], [-1.7773, -1.9149, -0.9915], [2.0700, -0.0149, 0.3436], [1.6013, 1.7171, -0.3361], [-1.8500, -0.1387, 0.9635], [0.4005, 0.6918, 1.9501], [1.9946, 1.5154, -2.5014], [-1.3094, -2.3838, 2.1472], [-0.0488, -1.3076, 2.5628], [0.0495, -2.4137, 1.3142], [-0.6729, 2.1132, -0.8911], [0.2642, 2.9443, 0.5732]]}



Need the numbers? Relative energies in kcal/mol: entry w 1.3; entry x 0.0.



Entry w
{"formula": "ClHNO3P", "method": "ωB97M-V/def2-TZVPD", "total_charge": 0, "smiles": "O=PCl.O=NO", "elements": ["N", "O", "O", "O", "P", "Cl", "H"], "coordinates": [[-0.1700, 1.6030, -0.3370], [-0.1399, 0.5188, 0.5216], [-2.5855, -0.3670, -1.3258], [-1.1519, 2.2434, -0.2135], [-2.8942, -0.2348, 0.0856], [-4.1795, 1.3515, 0.2275], [0.6249, -0.0429, 0.3178]]}



Entry x
{"formula": "ClHNO3P", "method": "ωB97M-V/def2-TZVPD", "total_charge": 0, "smiles": "O=[NH+][O-].O=PCl", "elements": ["N", "O", "O", "O", "P", "Cl", "H"], "coordinates": [[-1.3019, 0.1054, -0.6608], [1.2196, -1.1239, 0.0982], [-2.3884, 0.1859, -1.1643], [-1.0607, 0.4080, 0.4579], [1.7341, -0.6961, 1.3839], [2.3406, 1.2042, 1.2164], [-0.5433, -0.0834, -1.3313]]}



Need the numbers? Relative energies in kcal/mol: entry w 0.0; entry x 7.1.